{
  "formula": "C50H54BN10O5Y",
  "method": "wB97M-V/def2-TZVPD",
  "elements": ["Y", "O", "O", "O", "O", "O", "N", "N", "N", "N", "N", "N", "N", "N", "N", "N", "C", "C", "C", "C", "C", "C", "C", "C", "C", "C", "C", "C", "C", "C", "C", "C", "C", "C", "C", "C", "C", "C", "C", "C", "C", "C", "C", "C", "C", "C", "C", "C", "C", "C", "C", "C", "C", "C", "C", "C", "C", "C", "C", "C", "C", "C", "C", "C", "C", "C", "B", "H", "H", "H", "H", "H", "H", "H", "H", "H", "H", "H", "H", "H", "H", "H", "H", "H", "H", "H", "H", "H", "H", "H", "H", "H", "H", "H", "H", "H", "H", "H", "H", "H", "H", "H", "H", "H", "H", "H", "H", "H", "H", "H", "H", "H", "H", "H", "H", "H", "H", "H", "H", "H", "H"],
  "positions_angstrom": [[-0.003, -0.248, 0.406], [1.573, 0.216, -1.678], [2.922, -2.605, 6.852], [-0.326, 0.702, 2.991], [0.783, -1.111, 2.408], [1.952, -1.363, 8.532], [-1.252, 0.618, -2.021], [-0.545, 2.406, 0.800], [0.764, -10.583, -2.786], [-3.114, 0.479, 0.726], [-2.231, -0.400, 1.256], [-1.282, -2.068, -0.904], [-1.839, 2.647, 0.464], [2.729, 1.155, 0.996], [-2.367, 1.288, -1.630], [1.614, -2.095, -0.069], [3.280, 1.878, -2.199], [0.960, 3.691, 3.741], [5.226, 2.065, 1.842], [2.955, -2.331, 8.246], [2.702, -4.098, -0.380], [0.685, -9.473, -2.497], [0.491, -0.015, 7.071], [-2.921, -1.230, 2.048], [-0.471, -0.319, -4.295], [0.783, -5.767, -2.710], [1.151, 3.666, 2.218], [0.304, -3.973, -1.028], [-0.164, 3.466, 1.532], [-2.057, -4.047, -1.790], [0.876, -7.099, -3.069], [3.399, 2.071, 0.286], [-2.315, -2.348, 2.857], [1.439, -0.974, 7.325], [-3.081, -3.134, -1.822], [0.610, 0.613, -4.869], [0.207, -7.738, -0.839], [-4.346, 0.213, 1.182], [3.598, -3.206, 0.153], [1.466, -3.402, -0.514], [-3.386, -3.048, 3.694], [3.286, 0.722, 2.134], [-2.553, -1.948, -1.267], [-1.387, 0.416, -3.341], [2.878, -2.007, 0.332], [2.023, -1.721, 6.310], [2.768, 2.625, -0.959], [-0.936, -3.376, -1.218], [4.655, 2.533, 0.673], [0.117, -6.403, -0.491], [2.912, 0.397, -2.121], [-2.584, 0.988, -3.799], [-3.172, 1.519, -2.680], [0.404, -5.408, -1.421], [0.070, -1.652, -3.776], [0.142, 0.187, 5.736], [1.835, 4.953, 1.742], [-4.272, -0.860, 2.041], [0.348, -0.293, 3.293], [4.517, 1.146, 2.598], [0.722, -0.557, 4.720], [0.588, -8.092, -2.134], [1.682, -1.544, 4.996], [-1.594, -3.389, 1.992], [-2.249, 3.830, 0.945], [-1.205, 4.400, 1.623], [-2.809, 1.683, -0.205], [3.051, -0.091, -3.089], [6.199, 2.419, 2.156], [2.720, -0.007, 2.697], [-3.251, 4.185, 0.773], [-4.109, 2.035, -2.561], [5.156, 3.274, 0.063], [-1.113, -0.562, -5.144], [0.137, 1.475, -5.341], [2.107, -2.132, 4.195], [-3.847, 2.263, -0.335], [4.367, 1.966, -2.267], [4.634, -3.371, 0.404], [0.977, 0.617, -2.320], [-5.088, -1.314, 2.573], [0.039, 0.552, 7.874], [1.004, -4.992, -3.433], [1.328, 5.830, 2.149], [3.009, 3.685, -1.052], [-0.713, -2.973, 1.510], [1.200, 0.090, -5.624], [2.873, 4.971, 2.080], [-2.071, -5.069, -2.132], [-3.887, -2.360, 4.377], [3.276, -1.096, 0.742], [2.857, 2.337, -3.096], [-4.134, -3.510, 3.047], [-2.964, 0.989, -4.806], [-1.591, -1.902, 3.547], [-2.271, -3.780, 1.229], [-0.590, 0.938, 5.467], [0.654, -1.550, -2.864], [0.593, 2.726, 4.089], [-0.180, -6.119, 0.511], [1.823, 5.030, 0.653], [4.907, 0.761, 3.530], [0.237, 4.457, 4.027], [-1.265, -4.218, 2.622], [1.687, 2.524, -0.881], [2.879, -5.126, -0.652], [2.757, -3.245, 8.808], [1.173, -7.382, -4.070], [-4.085, -3.276, -2.188], [3.541, -0.113, -1.394], [-5.192, 0.809, 0.885], [-0.015, -8.513, -0.118], [0.691, -2.123, -4.541], [-3.104, -1.029, -1.143], [-1.191, 5.348, 2.132], [-2.924, -3.835, 4.290], [1.910, 3.913, 4.235], [1.299, 0.990, -4.113], [-0.764, -2.320, -3.553], [1.778, 2.824, 1.986], [3.938, -1.933, 8.521]],
  "lowdin_charge": [1.686, -0.193, 0.033, -0.015, -0.175, 0.035, 0.075, 0.075, 0.154, -0.024, 0.003, 0.008, -0.033, 0.091, -0.038, -0.005, -0.148, -0.044, -0.047, -0.138, -0.017, -0.188, 0.022, -0.238, -0.345, -0.005, -0.365, -0.066, -0.273, -0.026, -0.013, -0.295, -0.339, -0.208, -0.054, -0.042, -0.011, -0.061, -0.063, -0.255, -0.076, -0.137, -0.161, -0.270, -0.178, -0.196, -0.136, -0.315, -0.014, 0.000, -0.222, -0.010, -0.072, -0.206, -0.048, -0.015, -0.057, 0.001, -0.648, -0.036, -0.139, -0.233, 0.074, -0.051, -0.063, -0.011, -0.550, 0.125, 0.111, 0.090, 0.119, 0.119, 0.120, 0.130, 0.086, 0.133, 0.116, 0.119, 0.092, 0.037, 0.101, 0.121, 0.125, 0.078, 0.116, 0.041, 0.086, 0.076, 0.113, 0.081, 0.072, 0.109, 0.086, 0.107, 0.125, 0.088, 0.118, 0.056, 0.057, 0.126, 0.071, 0.110, 0.078, 0.086, 0.099, 0.111, 0.136, 0.120, 0.095, 0.108, 0.121, 0.121, 0.085, 0.096, 0.107, 0.079, 0.081, 0.043, 0.072, 0.082, 0.136],
  "fmax_ev_per_a": 0.88,
  "total_energy_ev": -79591.958,
  "orbital_gap_ev": 6.86,
  "multiplicity": 1,
  "lumo_ev": -0.3701
}

=====

{
  "formula": "C50H55BrCrN3O5SSeSiTe",
  "method": "wB97M-V/def2-TZVPD",
  "elements": ["Te", "Br", "Se", "Cr", "S", "Si", "O", "O", "O", "O", "O", "N", "N", "N", "C", "C", "C", "C", "C", "C", "C", "C", "C", "C", "C", "C", "C", "C", "C", "C", "C", "C", "C", "C", "C", "C", "C", "C", "C", "C", "C", "C", "C", "C", "C", "C", "C", "C", "C", "C", "C", "C", "C", "C", "C", "C", "C", "C", "C", "C", "C", "C", "C", "C", "H", "H", "H", "H", "H", "H", "H", "H", "H", "H", "H", "H", "H", "H", "H", "H", "H", "H", "H", "H", "H", "H", "H", "H", "H", "H", "H", "H", "H", "H", "H", "H", "H", "H", "H", "H", "H", "H", "H", "H", "H", "H", "H", "H", "H", "H", "H", "H", "H", "H", "H", "H", "H", "H", "H"],
  "positions_angstrom": [[-2.380, 1.064, -0.375], [4.318, -0.548, 3.482], [-2.269, -1.234, 1.548], [1.656, 0.671, 0.981], [0.933, -0.414, 4.245], [1.709, -2.727, 0.100], [1.722, -1.244, 0.670], [2.050, 1.221, -0.807], [3.493, 2.200, -2.200], [1.383, 2.626, 1.428], [1.215, 0.424, 3.040], [-0.279, 1.325, 0.745], [3.832, 0.775, 1.075], [-4.685, -2.993, 1.443], [3.245, 1.653, -1.124], [-4.094, 0.028, -1.278], [0.561, -3.086, -1.377], [-1.848, 3.873, -6.161], [-2.653, 5.003, 1.765], [-0.236, 0.422, -2.915], [5.801, -2.525, -0.626], [-1.343, 1.224, 4.201], [5.602, 1.746, -0.312], [-0.803, -0.098, 4.711], [3.449, -3.135, -0.558], [-5.011, -1.283, -3.091], [6.088, -3.650, -1.385], [-3.959, -0.583, -2.519], [4.808, 0.470, 1.921], [-0.669, 3.768, 1.167], [1.767, 0.460, 5.607], [-3.984, 3.604, -1.649], [-1.959, 3.802, 1.687], [4.496, -2.278, -0.220], [-3.749, -2.310, 1.474], [6.141, 0.731, 1.793], [-0.073, 4.956, 0.748], [-5.515, 0.589, 0.751], [3.761, -4.255, -1.335], [-2.063, 6.178, 1.321], [5.063, -4.516, -1.741], [-1.094, 2.175, -4.463], [0.269, -3.214, -3.791], [1.060, -2.968, -2.677], [-2.096, 2.013, -2.292], [6.567, 1.435, 0.615], [2.556, -3.897, 2.485], [0.104, -3.701, 2.278], [0.136, 2.505, 1.086], [-0.770, 6.151, 0.813], [1.329, -5.437, 0.964], [-6.216, -1.377, -2.413], [-2.862, 3.654, -3.870], [-0.782, -3.454, -1.250], [1.774, 1.972, 5.439], [-1.589, -3.684, -2.355], [-6.357, -0.768, -1.177], [1.388, -4.004, 1.497], [-2.954, 3.074, -2.613], [-1.061, -3.571, -3.633], [-1.933, 3.218, -4.808], [4.268, 1.413, -0.104], [-5.308, -0.064, -0.590], [-1.161, 1.555, -3.213], [2.090, -2.667, -2.823], [-1.358, -0.928, 4.270], [5.277, -5.390, -2.348], [-1.574, 4.926, -6.071], [-0.302, 7.066, 0.469], [0.687, -3.100, -4.785], [2.782, 0.066, 5.598], [0.850, 2.424, 5.796], [6.585, -1.827, -0.357], [0.542, -5.567, 0.219], [-5.312, 1.662, 0.698], [-6.539, 0.443, 1.093], [-2.609, 7.113, 1.374], [-1.100, 3.384, -6.784], [-3.656, 5.016, 2.172], [-3.555, 3.773, -0.660], [0.108, -0.045, -3.838], [-7.295, -0.854, -0.640], [-4.883, -1.761, -4.055], [-0.976, 2.075, 4.774], [6.835, 0.399, 2.550], [0.063, -4.328, 3.178], [-2.431, 1.205, 4.248], [2.431, -4.635, 3.288], [2.594, -2.905, 2.939], [1.276, 0.123, 6.521], [-0.360, 1.818, -5.177], [4.274, -1.391, 0.355], [-0.721, -0.343, -2.304], [-4.842, 0.168, 1.499], [-1.688, -3.743, -4.500], [-3.528, 4.475, -4.119], [-2.634, -3.930, -2.214], [7.610, 1.678, 0.463], [-4.393, 4.546, -2.015], [-0.799, -3.898, 1.704], [1.126, -6.130, 1.791], [-1.229, -3.528, -0.272], [0.067, -2.655, 2.591], [1.900, 2.232, 4.387], [0.636, 0.764, -2.351], [-1.055, 1.362, 3.159], [0.938, 4.913, 0.367], [5.833, 2.242, -1.246], [7.104, -3.845, -1.709], [2.275, -5.735, 0.510], [2.606, 2.403, 5.997], [-2.418, 2.888, 2.041], [3.519, -4.076, 2.007], [-7.043, -1.931, -2.840], [-4.807, 2.893, -1.535], [2.971, -4.930, -1.644], [-2.807, 3.827, -6.681], [-0.840, -0.186, 5.798], [-3.015, -0.518, -3.047]],
  "mulliken_spin": [0.423, 0.010, 0.192, 3.177, -0.002, -0.037, 0.047, -0.047, 0.083, 0.012, -0.058, 0.152, 0.186, 0.045, 0.006, 0.070, 0.007, 0.000, 0.000, 0.077, -0.052, 0.006, -0.132, 0.001, 0.004, -0.004, 0.005, -0.039, -0.026, -0.055, 0.003, 0.027, 0.009, -0.021, -0.006, 0.095, 0.001, 0.016, 0.004, 0.003, 0.001, 0.006, 0.000, 0.003, 0.123, 0.309, 0.006, 0.008, 0.011, -0.002, 0.000, 0.006, 0.005, -0.006, -0.001, 0.000, 0.000, -0.004, -0.071, 0.001, -0.003, 0.405, 0.014, -0.068, -0.001, 0.002, 0.000, 0.000, 0.000, 0.000, -0.002, 0.000, 0.020, 0.000, -0.006, 0.000, 0.000, 0.000, 0.000, -0.023, 0.004, 0.002, 0.000, 0.000, 0.013, -0.003, 0.001, 0.000, -0.001, 0.000, -0.001, 0.040, -0.014, -0.006, 0.000, 0.003, 0.000, 0.059, -0.001, 0.000, 0.000, 0.001, 0.002, 0.004, -0.007, 0.003, 0.002, -0.006, 0.000, 0.000, 0.000, -0.003, -0.001, 0.001, -0.002, 0.000, 0.000, 0.000, -0.007],
  "fmax_ev_per_a": 0.62,
  "total_energy_ev": -257272.032,
  "charge": -2,
  "orbital_gap_ev": [3.72, 6.40],
  "multiplicity": 6,
  "lumo_ev": [3.6809, 3.3410]
}